(1)
65
Properties=species:S:1:pos:R:3:forces:R:3:mulliken_charge:R:1 method="wB97M-V/def2-TZVPD" charge=0 e_homo_ev=-9.1463 homo_lumo_gap_ev=9.62 smiles="CCc1ccc(C(=O)COC(=O)[C@H](Cc2ccccc2)NC(=O)[C@H]2CC[C@@H](C)CC2)cc1" lumo_ha=0.018
C 5.4838 0.6892 -0.5196 -0.055 -0.021 -0.192 -1.0962
C 4.3164 0.9172 -1.4824 0.135 -0.014 0.160 -0.8609
C 3.2642 1.7751 -0.8464 -0.084 0.044 -0.062 0.2039
C 2.3620 1.2145 0.0516 0.074 0.037 -0.016 0.8257
C 1.3762 1.9764 0.6417 0.003 0.252 0.030 -0.5974
C 1.2762 3.3371 0.3490 0.671 -0.062 -0.218 0.6507
C 0.2006 4.1882 0.8862 -0.478 -0.121 -0.026 0.1579
O 0.3415 5.3505 1.1833 -0.051 -0.055 -0.007 -0.5868
C -1.1744 3.5201 1.0055 -0.112 0.272 0.544 -0.5346
O -1.4140 2.6690 -0.1110 -0.031 0.399 -0.296 -0.2429
C -1.6236 1.3754 0.1150 0.092 -0.612 0.040 0.5106
O -1.7109 0.8706 1.2042 0.030 0.098 -0.014 -0.6743
C -1.7169 0.5966 -1.1938 0.195 0.018 -0.104 -0.2898
C -3.0409 0.9177 -1.9136 0.127 0.016 0.160 -1.4398
C -4.2093 0.6230 -1.0147 -0.064 0.037 -0.192 0.5666
C -4.7722 -0.6469 -0.9786 -0.023 0.008 -0.031 -0.2888
C -5.8068 -0.9347 -0.1055 -0.037 -0.092 0.053 -0.6922
C -6.2911 0.0453 0.7433 -0.066 -0.016 0.061 -0.4663
C -5.7424 1.3160 0.7086 -0.026 0.040 0.063 -0.7918
C -4.7084 1.6018 -0.1646 -0.045 -0.016 -0.018 -0.1726
N -1.5913 -0.8110 -0.9158 -0.411 0.347 -0.030 0.1976
C -0.3921 -1.4460 -1.0093 -0.442 -0.418 0.004 0.0498
O 0.5629 -0.9341 -1.5538 0.403 0.130 -0.139 -0.6845
C -0.4208 -2.8551 -0.4287 0.173 -0.251 0.011 0.4112
C -0.5351 -2.8049 1.1020 -0.026 0.199 0.007 -1.1553
C 0.7439 -2.2636 1.7314 -0.084 -0.405 0.059 0.1008
C 1.9484 -3.1239 1.3500 0.209 0.343 -0.054 0.3491
C 3.2245 -2.5999 2.0025 -0.240 -0.223 -0.051 -1.5524
C 2.0852 -3.1550 -0.1713 -0.076 -0.287 0.146 -0.0571
C 0.8112 -3.6675 -0.8376 0.013 0.300 -0.160 -1.5458
C 2.2138 3.9150 -0.5072 -0.267 0.006 0.171 -1.2410
C 3.1883 3.1394 -1.1023 0.034 -0.095 0.006 -0.5302
H 5.1403 0.1990 0.3884 -0.005 -0.046 0.114 0.2683
H 5.9387 1.6382 -0.2441 0.064 0.063 0.062 0.3393
H 6.2411 0.0630 -0.9851 0.119 -0.066 0.014 0.3784
H 3.8776 -0.0449 -1.7539 -0.010 0.011 -0.093 0.2010
H 4.6865 1.3952 -2.3911 -0.063 -0.047 -0.045 0.4676
H 2.4245 0.1596 0.2696 -0.008 -0.159 0.018 -0.0452
H 0.7049 1.5179 1.3520 -0.149 -0.081 0.030 0.4944
H -1.2287 2.9337 1.9317 0.008 0.129 -0.140 0.4276
H -1.9447 4.2962 1.0252 0.167 -0.107 -0.011 0.4086
H -0.8641 0.8789 -1.8218 -0.158 -0.003 0.129 0.5110
H -3.0298 1.9720 -2.1920 -0.028 -0.020 -0.049 0.5054
H -3.0918 0.3120 -2.8197 0.062 0.064 0.006 0.4626
H -4.4038 -1.4123 -1.6477 0.033 -0.065 -0.087 0.4250
H -6.2354 -1.9261 -0.0882 -0.042 -0.074 -0.003 0.3928
H -7.0964 -0.1788 1.4267 -0.070 -0.016 0.051 0.3998
H -6.1208 2.0863 1.3641 -0.033 0.065 0.052 0.3903
H -4.2874 2.5968 -0.1926 0.053 0.117 -0.011 0.4339
H -2.3109 -1.2016 -0.3255 0.137 -0.077 0.013 0.2920
H -1.3165 -3.3445 -0.8313 0.044 0.080 0.021 0.4830
H -1.3793 -2.1811 1.4046 -0.059 -0.073 0.037 0.5404
H -0.7182 -3.8180 1.4698 -0.050 -0.012 0.003 0.5451
H 0.9035 -1.2388 1.3905 0.076 0.160 0.024 -0.6341
H 0.6319 -2.2394 2.8177 0.014 0.090 0.021 0.5337
H 1.7699 -4.1458 1.7072 -0.043 -0.013 0.002 0.4045
H 3.1306 -2.6023 3.0864 0.048 0.035 0.133 0.4166
H 3.4265 -1.5802 1.6810 0.049 0.159 -0.041 0.1516
H 4.0763 -3.2190 1.7294 0.139 -0.028 -0.006 0.4269
H 2.2912 -2.1503 -0.5400 0.091 0.031 0.008 -0.3352
H 2.9226 -3.7967 -0.4552 0.064 0.015 -0.009 0.4475
H 0.9275 -3.6209 -1.9219 -0.024 -0.094 -0.012 0.4442
H 0.6472 -4.7113 -0.5569 -0.035 -0.029 -0.026 0.4572
H 2.1437 4.9725 -0.7141 -0.002 0.098 -0.019 0.4392
H 3.8942 3.5953 -1.7817 0.070 0.032 -0.092 0.4031

(2)
101
Properties=species:S:1:pos:R:3:forces:R:3:mulliken_charge:R:1 method="wB97M-V/def2-TZVPD" charge=+1 e_homo_ev=-10.5877 homo_lumo_gap_ev=6.23 lumo_ha=-0.160
C 8.7757 -2.2975 -0.8544 -0.253 -0.625 -0.359 -0.9370
C 7.6969 -3.1108 -0.0817 1.222 0.471 -0.425 -0.2508
O 7.1202 -2.3884 0.9983 -0.661 -0.237 -0.263 -0.4324
C 6.3114 -1.3107 0.5596 0.737 0.005 0.223 -0.3688
C 5.0863 -1.1271 1.4521 0.606 0.735 0.135 -0.1791
O 3.8644 -1.7608 0.9185 -0.108 0.512 0.729 -0.4651
C 3.2092 -0.9204 0.1188 1.125 -1.363 -0.918 -0.4293
C 3.4622 -0.9630 -1.2471 -0.727 0.731 -0.098 -0.9211
C 2.7932 -0.0495 -2.0478 -0.941 0.314 -0.343 -1.1424
C 1.8741 0.8921 -1.4861 1.016 -0.868 -0.096 1.0660
S 1.0589 2.0864 -2.5775 -1.001 1.406 -2.222 1.4746
C 2.3393 2.7025 -3.6891 0.900 -0.733 0.987 -0.6779
O 0.5535 3.2420 -1.8820 0.780 -0.453 0.764 -0.6527
O 0.0995 1.3753 -3.3857 0.376 -0.587 0.488 -0.6849
C 1.6501 0.8450 -0.1206 -0.855 1.280 -0.157 -0.4474
C 0.7022 1.7763 0.6189 -0.026 -0.558 0.072 -1.2360
C -0.7703 1.6951 0.1445 -0.329 -0.275 0.768 -0.7183
C -1.5735 0.5323 0.7807 -0.542 0.150 -0.094 -0.0309
S -1.5924 -0.8048 -0.4630 -0.187 -0.185 -0.738 -0.0369
C -2.8889 -1.9137 0.0144 0.348 0.141 1.295 -0.0246
S -3.1224 -2.2429 1.5986 0.052 -0.047 -0.376 -0.1110
N -3.6647 -2.4929 -0.9885 0.617 0.106 0.432 0.2185
C -4.4183 -3.6392 -0.8092 -0.835 -1.090 -0.209 -0.4634
C -5.0100 -3.9238 -2.0010 0.766 0.716 0.825 -0.7675
N -4.6228 -2.9373 -2.9155 -0.513 -0.276 1.845 -0.4955
C -3.8426 -2.1185 -2.3001 0.271 0.244 -0.514 -0.1770
N 2.3263 -0.0572 0.6236 -0.027 -0.014 0.145 0.2769
H 9.7728 -2.4034 -0.4096 -0.362 0.357 0.108 0.3106
H 8.4958 -1.2452 -0.9933 0.178 -0.224 0.167 0.2763
H 8.8544 -2.7400 -1.8616 0.019 0.178 0.259 0.3085
H 8.2176 -3.9699 0.3574 -0.539 0.033 -0.079 0.3359
H 6.9425 -3.4345 -0.8205 -0.062 -0.041 0.519 0.2865
H 6.0752 -1.4544 -0.5064 -0.303 0.174 0.273 0.2052
H 6.9230 -0.3920 0.6261 -0.352 -0.098 -0.030 0.2426
H 5.2790 -1.4680 2.4819 -0.243 -0.322 -0.668 0.2032
H 4.8806 -0.0459 1.5418 -0.001 -0.308 -0.055 0.4349
H 4.1804 -1.6698 -1.6489 -0.227 0.094 0.128 0.9256
H 3.0217 -0.0595 -3.1448 -1.056 -0.116 1.358 1.3514
H 3.2885 2.6081 -3.1171 -0.847 -0.091 -0.862 -0.3905
H 2.4093 2.1086 -4.6047 -0.264 0.106 0.230 0.3857
H 2.2038 3.7744 -3.8689 -0.461 -0.375 0.068 0.5603
H 0.7352 1.4889 1.6838 -0.017 0.227 -0.262 0.4234
H 1.0616 2.8101 0.5443 0.010 -0.289 -0.162 0.4668
H -0.8895 1.6144 -0.9394 0.141 0.295 0.268 0.4471
H -1.2550 2.6271 0.4682 0.163 -0.211 -0.261 0.4137
H -1.2209 0.2158 1.7695 0.061 -0.080 -0.336 0.4734
H -2.6158 0.8628 0.8951 0.280 -0.219 0.016 -0.2842
H -4.4840 -4.1995 0.1133 0.228 0.411 -0.047 0.4310
H -5.6765 -4.7691 -2.2163 1.284 0.806 -0.030 0.5292
H -3.3769 -1.2628 -2.7796 0.003 -0.097 0.379 0.5358
H 2.1739 -0.0837 1.6302 -0.035 0.008 -0.109 0.2409
C -2.1796 2.9625 -5.6029 0.080 -0.030 0.038 0.5193
Br -2.4305 4.8384 -5.2299 0.008 -0.125 -0.030 -0.0239
Br -3.6604 1.9034 -4.9710 0.058 0.048 -0.040 0.0000
Br -1.8196 2.6450 -7.4701 -0.047 0.031 0.133 -0.0156
H -1.3062 2.6418 -5.0504 -0.064 -0.017 -0.005 -0.4794
C -8.9893 -6.3170 -3.5230 -0.116 -0.042 0.005 -0.3737
Br -10.6509 -6.3405 -2.5466 0.139 -0.007 -0.050 -0.0111
Br -7.6620 -5.2144 -2.6498 -1.173 -0.416 -0.361 0.1338
Br -8.3256 -8.0953 -3.8543 -0.028 0.140 0.057 -0.0123
H -9.1901 -5.8660 -4.4858 0.040 0.004 0.045 0.3400
C -6.1071 1.6658 0.5992 -0.192 -0.017 -0.056 -0.4284
Br -7.6636 1.6331 1.7312 0.190 -0.046 -0.143 0.0636
Br -4.7500 2.8613 1.2825 -0.041 -0.081 -0.024 -0.0633
Br -5.4098 -0.1102 0.2915 -0.314 0.457 0.087 0.0826
H -6.4182 2.0567 -0.3605 0.052 0.010 0.037 0.4442
C 6.2117 0.5175 -5.1740 0.262 0.121 -0.271 -0.4018
Br 4.9451 0.6481 -3.7060 1.609 0.031 -0.832 0.1976
Br 5.5166 -0.5750 -6.5954 -0.011 0.109 0.176 -0.0127
Br 6.7499 2.2585 -5.7936 -0.122 -0.136 0.103 -0.0040
H 7.0942 0.0240 -4.7883 -0.069 0.023 0.055 0.3898
C -9.9987 2.5307 4.7767 -0.016 0.031 0.089 -0.3375
Br -10.6964 1.3260 3.4378 0.007 0.105 0.098 -0.0530
Br -9.5057 4.2351 4.0197 -0.070 -0.110 0.036 -0.0060
Br -11.2144 2.7307 6.2569 0.083 -0.024 -0.097 -0.0112
H -9.0944 2.0825 5.1662 -0.035 0.008 -0.033 0.3735
C 5.9749 5.2884 -2.2431 0.213 0.111 0.016 -0.3795
Br 7.6026 4.2572 -2.2494 -0.157 0.034 -0.003 -0.0194
Br 5.7846 6.3450 -3.8394 -0.019 -0.163 0.119 -0.0023
Br 4.4240 4.1658 -1.9525 0.619 0.656 0.464 0.1371
H 6.0333 5.9734 -1.4078 -0.037 -0.046 -0.018 0.3693
C -4.7087 -4.0415 -6.9858 0.252 -0.472 0.204 -0.3670
Br -6.5234 -3.8283 -7.6100 0.116 0.022 0.069 -0.0521
Br -3.4697 -2.9725 -8.0143 -0.095 -0.031 0.076 -0.0830
Br -4.5677 -3.6606 -5.0633 -0.365 0.014 -2.589 0.2420
H -4.4401 -5.0781 -7.1505 -0.038 0.074 -0.142 0.3232
C -10.9510 1.6479 10.7397 -0.031 0.006 -0.003 -0.3175
Br -9.1361 1.0667 10.4410 -0.125 0.048 -0.017 -0.0075
Br -11.1637 3.5332 10.3898 0.019 -0.156 -0.021 -0.0098
Br -12.2149 0.5854 9.7421 0.116 0.108 0.040 -0.0071
H -11.1656 1.4940 11.7883 0.017 0.004 -0.043 0.3344
C 5.1505 -1.1056 6.1364 0.257 -0.006 0.169 -0.2707
Br 6.6821 -0.0556 5.6346 -0.059 -0.155 -0.181 0.0758
Br 3.7741 -1.0460 4.7782 -0.126 -0.036 0.130 -0.0101
Br 5.6304 -2.9144 6.5813 -0.065 0.157 -0.105 0.0297
H 4.7339 -0.6564 7.0291 -0.030 0.024 -0.076 0.2106
C 7.3440 2.8745 8.3563 0.096 -0.050 -0.062 -0.3697
Br 8.9491 1.8140 8.4645 -0.136 0.064 -0.038 0.0112
Br 7.2567 3.8758 6.7096 0.000 -0.090 0.090 0.0022
Br 5.7623 1.8021 8.6214 -0.027 0.128 0.160 0.0057
H 7.3793 3.5920 9.1647 -0.033 -0.032 -0.031 0.3450

(3)
78
Properties=species:S:1:pos:R:3:forces:R:3:mulliken_charge:R:1 method="wB97M-V/def2-TZVPD" multiplicity=5 charge=-1 e_homo_ev="-4.2704 / -4.2822" s_squared=6.006 homo_lumo_gap_ev="6.47 / 6.44" lumo_ha="0.081 / 0.079"
Fe 0.5715 0.1302 0.0014 -0.500 -0.760 0.379 2.5805
C -2.9335 4.9442 -4.4834 0.032 -0.109 0.087 -1.5575
C -2.3337 4.5192 -3.1759 0.176 0.202 -0.008 1.0340
C -3.1417 3.9936 -2.1741 0.075 -0.142 0.135 -1.1137
C -2.5972 3.5300 -0.9921 -0.313 -0.005 0.058 -0.0637
C -1.2312 3.6098 -0.7950 0.488 -0.111 0.192 0.1182
C -0.4214 4.1599 -1.7661 0.072 0.101 0.197 -0.3929
C -0.9681 4.6127 -2.9541 -0.241 0.007 0.095 -0.7685
S -0.4705 2.9562 0.6899 -0.513 0.458 0.262 1.3385
O 0.9483 2.7499 0.3984 0.006 0.129 -0.125 -0.9833
O -0.7444 3.8904 1.7621 -0.152 -0.383 -0.292 -0.7838
N -1.0409 1.4857 0.8789 2.203 0.326 -0.824 0.8188
C -2.2981 1.1336 1.1708 -1.223 0.140 0.439 -0.5933
C -3.2487 1.9223 1.8183 0.663 -0.309 -0.108 -0.5767
C -4.5462 1.4552 2.0014 -0.439 -0.429 -0.099 -0.6945
C -4.9361 0.2100 1.5671 -0.211 0.280 0.195 -1.0528
C -4.0023 -0.6419 0.9512 0.529 0.037 -0.100 0.7296
C -4.2948 -1.9453 0.4980 0.250 -0.104 -0.111 -0.7252
C -3.3130 -2.6895 -0.1043 -0.360 0.055 0.154 -1.0208
C -2.0295 -2.1395 -0.2407 0.166 0.096 0.017 -0.4034
N -1.7193 -0.9400 0.1816 0.582 -0.237 -0.536 0.1600
C -2.6709 -0.1871 0.7584 -0.581 0.268 0.274 -0.0069
H -3.8241 5.5511 -4.3234 -0.037 0.053 -0.074 0.3986
H -3.2219 4.0570 -5.0465 -0.064 0.006 -0.147 0.3101
H -2.2123 5.5040 -5.0732 -0.021 0.066 -0.086 0.3602
H -4.2086 3.9173 -2.3318 -0.121 -0.002 -0.016 0.3987
H -3.2285 3.0980 -0.2331 -0.111 0.030 -0.059 0.3221
H 0.6399 4.2054 -1.5923 0.190 0.047 -0.103 0.5636
H -0.3165 4.9907 -3.7258 0.065 0.023 -0.081 0.2104
H -2.9564 2.9025 2.1641 -0.003 0.075 0.028 0.6413
H -5.2667 2.0981 2.4883 -0.062 0.032 0.036 0.4001
H -5.9557 -0.1254 1.6884 -0.094 -0.048 0.059 0.3888
H -5.2905 -2.3431 0.6424 -0.072 -0.037 -0.028 0.4242
H -3.5089 -3.6923 -0.4568 0.003 -0.026 -0.024 0.4050
H -1.2191 -2.7013 -0.6838 0.061 -0.089 -0.071 0.4908
C 1.2932 -0.2193 -5.0848 -0.028 0.006 -0.128 -1.9039
C 1.8259 -0.0631 -3.6787 -0.462 -0.066 0.490 1.2015
O 3.2104 0.2278 -3.6822 0.432 0.176 -0.027 -0.6621
P 1.6343 -1.6454 -2.7574 0.499 -0.884 -0.134 0.5163
O 3.0715 -2.3491 -2.8080 -0.539 -0.001 -0.297 -0.5781
O 0.7935 -2.6457 -3.6892 0.236 0.421 -0.105 -0.6254
O 1.0751 -1.6736 -1.3847 -0.320 0.772 0.634 -0.7423
P 0.8880 1.3193 -2.8449 0.460 0.319 -0.098 0.5020
O 2.0601 1.5995 -1.7104 -0.482 -0.327 -0.486 -0.6237
O 0.7668 2.4330 -3.8080 0.185 -0.155 -0.116 -0.7272
O -0.3128 0.7885 -2.1184 0.170 -0.397 0.801 -0.4914
H 1.7705 -1.0528 -5.5977 -0.001 -0.013 -0.084 0.4716
H 1.4540 0.7121 -5.6239 0.067 0.003 0.035 0.3772
H 0.2232 -0.3944 -5.0188 -0.161 -0.103 -0.197 0.3762
H 3.3350 0.9812 -3.0852 0.160 -0.066 0.032 0.4712
H 3.7717 -1.7607 -2.5152 0.296 0.253 0.090 0.3452
H 0.2550 -3.1878 -3.1110 -0.293 -0.242 0.140 0.3653
H 1.7018 2.1645 -0.9971 0.145 0.441 0.287 0.1872
C -0.0839 -1.6447 2.8927 0.362 0.723 0.042 -0.2529
Si 1.2854 -0.3320 3.1337 -0.345 -0.259 1.069 -0.0066
C 2.1658 -0.9322 4.7545 0.024 0.224 -0.817 -1.4542
C 0.5641 1.3673 3.6302 0.106 -0.691 -0.238 -0.8909
N 2.1152 -0.2839 1.6338 -2.066 0.419 -0.632 0.0729
C 3.4325 -0.3282 1.3772 0.764 -0.059 -0.449 -0.3321
C 4.4357 -0.2951 2.3701 -0.273 0.096 -0.081 -0.3301
C 5.7694 -0.4213 2.0536 0.199 -0.043 -0.103 -0.7587
C 6.1841 -0.5745 0.7384 0.225 0.007 -0.005 -0.7634
C 5.2237 -0.5450 -0.2650 0.150 0.011 -0.006 -0.3523
C 3.8885 -0.4201 0.0420 -0.013 0.006 0.137 0.7817
H -0.8925 -1.5292 3.6065 -0.260 0.071 0.181 0.3382
H 0.2942 -2.6583 2.9775 0.266 -0.157 0.016 0.4364
H -0.4872 -1.5252 1.8936 -0.138 -0.123 0.007 -0.3529
H 1.4177 -1.2225 5.4877 -0.291 -0.004 0.020 0.4029
H 2.7718 -0.1534 5.2089 0.140 0.172 0.049 0.3694
H 2.8033 -1.7932 4.5816 0.156 -0.213 -0.053 0.3946
H 0.4555 1.4786 4.7054 0.016 -0.104 0.228 0.5125
H -0.4079 1.5057 3.1747 -0.213 0.069 0.054 0.1373
H 1.1872 2.1775 3.2674 0.217 0.133 -0.089 0.2925
H 4.1335 -0.1422 3.3912 0.034 -0.026 0.223 0.3576
H 6.5054 -0.3855 2.8461 0.057 -0.030 0.074 0.3667
H 7.2323 -0.6890 0.4997 0.050 0.032 -0.024 0.3567
H 5.5431 -0.6031 -1.2997 -0.022 -0.015 -0.103 0.3722
H 3.1405 -0.3730 -0.7352 0.050 -0.015 -0.051 -0.5134

Q: What is the charge in the second record?
A: +1

Q: Look up the charge of the first one.
A: 0

Q: Among the records above, which one has the lowest charge?
A: C27H34FeN3O9P2SSi

Q: Among the records above, which one has the highest charge?
A: C27H34Br30N3O4S3